[1]
10
Properties=species:S:1:pos:R:3 method="wB97M-V/def2-TZVPD" homo_ev=-8.661 gap_ev=8.79 spin_multiplicity=1 smiles=c1ccnnc1 lumo_energy_ev=0.13 e_above_lowest_kcal_mol=150.42 energy_ev=-7186.16573
N 1.71 0.66 -0.26
N 1.04 0.65 -1.39
C -0.75 -0.79 -0.07
C -0.16 0.11 -1.14
C -0.62 0.15 0.89
C 0.88 0.25 0.70
H -0.87 0.80 -1.54
H -1.23 0.46 1.75
H -1.35 -1.70 -0.18
H 1.39 -0.53 1.21



[2]
10
Properties=species:S:1:pos:R:3 method="wB97M-V/def2-TZVPD" homo_ev="-8.110 / -8.467" gap_ev="6.96 / 7.63" spin_multiplicity=1 lumo_energy_ev="-1.15 / -0.83" e_above_lowest_kcal_mol=152.27 energy_ev=-7186.08531
N -1.57 -0.09 0.03
N -0.70 -1.19 0.13
C 0.58 -1.23 0.05
C -0.95 1.12 -0.05
C 1.33 0.08 0.06
C 0.34 1.19 0.25
H 2.14 -0.03 0.68
H -1.34 -1.95 -0.07
H -1.54 2.03 -0.17
H 1.70 0.07 -0.91



[3]
10
Properties=species:S:1:pos:R:3 method="wB97M-V/def2-TZVPD" homo_ev="-8.691 / -8.704" gap_ev="7.78 / 8.56" spin_multiplicity=1 smiles=Cn1cc2nc1-2 lumo_energy_ev="-0.91 / -0.15" e_above_lowest_kcal_mol=141.07 energy_ev=-7186.57118
N -2.40 0.44 -0.08
N -0.07 0.11 0.05
C -1.20 0.98 0.00
C 1.36 0.49 -0.08
C -0.57 -1.11 -0.03
C -1.90 -0.74 -0.03
H 1.75 -0.11 0.78
H -0.22 -2.04 0.25
H 1.45 1.48 0.31
H 1.79 0.50 -1.16



[4]
11
Properties=species:S:1:pos:R:3 method="wB97M-V/def2-TZVPD" homo_ev=-9.467 gap_ev=9.31 spin_multiplicity=1 lumo_energy_ev=-0.16 e_above_lowest_kcal_mol=73.21 energy_ev=-9237.31330
O 2.64 1.07 -0.92
N -1.31 -1.06 0.59
N -1.05 0.88 -0.58
C 0.00 -0.82 0.72
C 2.08 0.29 -0.18
C -1.84 -0.07 -0.12
C 0.62 0.28 0.21
H 0.61 -1.52 1.29
H 2.70 -0.55 0.27
H -2.93 -0.09 -0.28
H -1.60 1.62 -1.06



[5]
11
Properties=species:S:1:pos:R:3 method="wB97M-V/def2-TZVPD" homo_ev="-9.477 / -9.859" gap_ev="7.58 / 7.72" spin_multiplicity=1 lumo_energy_ev="-1.90 / -2.14" e_above_lowest_kcal_mol=81.41 energy_ev=-9236.95765
O 0.13 -0.77 -2.50
N 0.18 0.41 1.45
N 0.74 0.79 -0.94
C -0.48 -0.68 1.06
C -0.57 -1.08 -0.26
C 0.70 1.14 0.41
C 0.12 -0.39 -1.35
H -1.20 -1.92 -0.54
H -0.12 1.89 0.13
H -1.00 -1.22 1.84
H 1.50 1.84 0.70



[6]
11
Properties=species:S:1:pos:R:3 method="wB97M-V/def2-TZVPD" homo_ev=-9.173 gap_ev=9.00 spin_multiplicity=1 smiles="[H]/N=C/N1C=C1C=O" lumo_energy_ev=-0.17 e_above_lowest_kcal_mol=105.32 energy_ev=-9235.92093
O 0.88 0.13 -2.38
N -1.71 -0.04 -0.25
N 0.23 -0.93 0.67
C 0.91 0.34 -0.04
C 1.16 0.79 -1.41
C 1.01 0.12 1.21
C -1.18 -0.83 0.58
H 1.47 0.31 2.16
H 1.64 1.78 -1.49
H -2.73 -0.13 -0.23
H -1.70 -1.56 1.20



[7]
11
Properties=species:S:1:pos:R:3 method="wB97M-V/def2-TZVPD" homo_ev=-9.184 gap_ev=10.08 spin_multiplicity=1 smiles=c1[nH]nc2c1CO2 lumo_energy_ev=0.90 e_above_lowest_kcal_mol=114.13 energy_ev=-9235.53874
O 1.28 -0.76 0.96
N 0.79 0.35 -1.25
N -0.54 0.66 -1.59
C -1.42 0.50 -0.55
C 0.59 -0.09 -0.07
C 0.06 -0.73 1.82
C -0.70 0.06 0.60
H 0.01 0.22 2.41
H -0.21 -1.71 2.23
H -2.60 0.60 -0.85
H -0.43 1.52 -2.33



[8]
11
Properties=species:S:1:pos:R:3 method="wB97M-V/def2-TZVPD" homo_ev=-10.829 gap_ev=11.50 spin_multiplicity=1 smiles="[H]/N=C1/CO[C@@H]1C#N" lumo_energy_ev=0.67 e_above_lowest_kcal_mol=65.71 energy_ev=-9237.63857
O 0.40 -0.37 -1.35
N -0.77 -2.62 0.77
N -0.31 1.34 1.31
C -0.05 0.70 0.28
C -0.33 0.78 -1.09
C 0.68 -0.58 0.06
C -0.10 -1.74 0.47
H 0.06 0.81 2.11
H 1.80 -0.72 0.22
H -1.41 0.74 -1.30
H 0.03 1.66 -1.49